i | DFT (ωB97M-V/def2-TZVPD) results for a molecular structure, C21H37As3BrN4O3SY.

```
71
Properties=species:S:1:pos:R:3:mulliken_charge:R:1
H 0.32420 0.26741 5.05043 0.45
H -4.18365 2.80843 -0.79855 0.41
H -1.22199 4.17030 -0.47460 0.48
As -2.10334 1.99543 0.37864 1.83
H -2.94904 2.31942 -1.98091 0.41
N -0.16927 -0.07615 -2.59920 -0.07
C -1.04480 -0.81479 -3.29132 -0.31
C -3.89887 4.08114 5.91857 -1.12
H -2.54252 4.44430 0.70365 0.46
C 1.47183 2.10341 0.33603 0.59
H -2.14371 -0.08792 4.53904 0.67
H -0.89706 2.52728 3.05311 -0.29
C 2.80429 1.35749 0.24072 -0.61
S -2.54231 -1.21520 -0.17744 -0.25
H -1.48680 2.46635 4.71375 0.46
H 0.32082 -2.80591 0.58262 0.15
H 0.93669 1.43843 3.83539 0.34
H -4.76549 0.82634 3.90443 0.47
C -1.02580 -0.89701 -4.67208 -0.91
C 2.13403 -2.31805 -0.27185 -0.78
H -2.18914 3.59692 3.56614 0.14
As -0.46842 -0.35335 2.75569 1.77
Br 2.17984 1.56046 -5.52435 -0.18
H -0.01793 -0.22392 -6.45298 0.45
C 0.75489 0.39194 4.05552 -1.56
H -1.78074 -1.34359 -2.69921 0.36
H 0.29288 -2.93893 -1.01949 0.25
N 2.46654 0.04201 -0.35966 -0.58
H -5.62650 4.09003 2.37715 0.30
C -2.23290 0.11822 3.46726 -2.06
C -0.45810 -2.20692 3.32954 -1.34
Y 0.00250 0.08374 -0.04943 -0.97
As -5.13852 3.16304 4.70715 0.31
H -3.95258 0.86813 1.56731 0.56
C -3.43421 2.05378 -1.04225 -1.35
C 2.46677 -1.02334 0.46136 0.97
N -1.94133 -3.91760 0.52269 -0.63
H -3.61772 3.38984 6.71304 0.32
H -1.75663 -1.50754 -5.18290 0.44
C -1.79448 2.58588 3.67142 -1.32
H 2.48043 -2.26346 -1.30115 0.36
N 0.65576 -2.36628 -0.26897 -0.31
H 2.60072 -3.15766 0.24324 0.45
C 0.76462 0.60852 -3.27052 -0.24
C 0.83779 0.57129 -4.65242 -0.52
O 2.47136 -1.04185 1.70575 -0.59
H -0.73500 -2.24860 4.38377 0.48
O 0.82051 2.20620 -0.76366 -0.51
H -1.15891 -2.80060 2.74398 0.42
H -3.72333 1.24951 5.23334 0.57
H -0.89220 4.01273 1.25184 0.32
H -4.01279 2.60821 1.82271 0.15
C -0.06530 -0.18803 -5.37307 0.00
H 1.69054 -0.15644 3.97201 0.48
C -1.64300 3.86753 0.48170 -1.53
H -4.42743 4.92026 6.36921 0.39
C -4.04437 1.57799 4.23806 -2.11
H 1.45528 1.19046 -2.67607 0.53
H -5.43513 5.36079 3.58182 0.42
H -2.92157 -0.62465 3.05470 0.46
H 3.47631 1.87908 -0.44135 0.39
H -3.91808 1.08481 -1.14958 0.42
H 0.55373 -2.59003 3.20053 0.38
C -2.82563 1.53355 3.28581 2.80
C -5.01121 4.42679 3.21042 -1.04
C -3.35674 1.73816 1.85732 -1.22
O 0.89258 2.17123 1.44056 -0.41
H 3.24671 1.26233 1.23113 0.33
H -3.00070 4.44229 5.42250 0.30
H -3.99645 4.61845 2.86688 0.20
C -2.18808 -2.82161 0.24197 0.37
```

As for the charge: 0. For the HOMO energy, the calculation gives -8.531 eV. The HOMO-LUMO gap comes out at 8.40 eV. As for the spin multiplicity: 1.


ii | DFT (ωB97M-V/def2-TZVPD) results for a molecular structure, C21H37As3BrN4O3SY.

```
71
Properties=species:S:1:pos:R:3:mulliken_charge:R:1
H -2.33505 -1.41667 1.93787 0.79
H 3.17843 -2.38570 -0.53287 0.34
C -0.16013 3.49276 -0.31882 -0.77
C -0.12045 0.04448 2.96175 -1.73
C -2.91279 -4.09734 2.71417 -1.04
C -0.23660 -1.38713 2.42344 2.38
C -2.68195 1.21039 0.81332 -1.55
H -1.42202 -1.80971 4.15696 0.57
H -1.96013 6.22748 -1.19799 0.47
H -3.70568 -1.27232 -0.38572 0.43
H -1.31994 -2.41200 0.88001 -0.32
C -1.82882 4.36470 -2.27230 -1.04
C -2.85350 -1.04015 -1.03612 -1.37
H -2.44156 -1.96151 -1.45118 0.24
C -0.79112 0.52201 -4.18143 0.42
H -1.06460 0.36868 3.40111 0.48
H 2.34627 3.83471 -1.61787 0.34
H 3.55542 1.17853 -1.76701 0.27
H 0.14556 0.73074 2.14515 -0.04
O -1.74867 0.60054 -4.92625 -0.70
H -3.17967 -0.42730 -1.87708 0.41
H 3.44306 2.16136 -0.46126 0.18
C 3.21000 0.30030 2.26925 -1.35
C -1.26825 3.09614 -2.27070 -0.27
H -0.43674 -6.06101 1.99638 0.42
C 0.59568 1.03773 -4.62949 -0.43
As -1.46096 -0.09693 -0.05296 1.42
H -0.36948 -4.54749 1.10741 -0.12
Br -0.21208 5.86480 1.23824 -0.18
H -3.16896 1.77810 0.01829 0.46
C -1.53844 5.23332 -1.23683 -0.28
H -3.44647 0.68593 1.39225 0.47
H 0.64615 0.09510 3.73465 0.38
H -2.15200 1.90645 1.46345 0.35
H 1.06191 0.24596 -5.22963 0.38
H 0.43965 1.91958 -5.26355 0.40
H 0.26257 -2.25199 4.31765 0.57
N 2.93701 1.83793 -1.28851 -0.39
C -0.58648 -2.28122 3.62530 -2.28
H 0.93582 -2.65341 1.11401 0.04
S -0.43572 -3.94719 -1.54628 -0.48
H 4.37933 -1.12688 -0.23396 0.44
H 3.60608 3.27819 -2.73424 0.43
H 0.92688 -4.98091 2.24221 0.28
C -0.68046 4.77386 -0.24621 -0.47
Y 0.72795 0.38273 -1.72626 0.14
H 1.76340 -2.20247 2.60463 0.62
N 1.48271 1.34807 -3.51189 -0.50
H 4.14983 0.66518 1.85037 0.46
As -1.13191 -4.21524 3.57298 0.28
N 1.19218 -1.72774 -1.79265 -0.82
H -2.48250 4.66062 -3.07918 0.52
H 3.96529 -2.26250 1.06385 0.42
C -1.37592 -1.45518 1.40566 -1.12
H 3.43335 -0.46384 3.01577 0.43
C 1.63172 2.64965 -3.27484 0.78
H -2.85829 -3.91528 1.64324 0.22
H 0.50616 3.12806 0.45907 0.61
H 2.70165 1.13228 2.75268 0.34
C 1.10309 -1.82715 1.81031 -1.24
As 2.13171 -0.48249 0.77528 1.34
N -0.44997 2.65605 -1.31279 1.11
C 3.56462 -1.69853 0.21667 -1.38
C -0.14663 -5.01206 2.06368 -0.76
O 1.06462 3.59874 -3.82214 -0.72
H -3.50442 -3.31183 3.18629 0.28
H -3.43159 -5.04410 2.87164 0.43
C 2.69841 2.97199 -2.19399 -1.00
O -0.84414 0.04312 -2.98349 -0.21
C 0.46246 -2.65983 -1.71965 0.84
H -1.50490 2.40883 -3.06992 0.34
```

As for the charge: 0. For the HOMO energy, the calculation gives -8.438 eV. The HOMO-LUMO gap comes out at 8.34 eV. As for the spin multiplicity: 1.


The computed energies, referenced to the most stable structure and given in eV, are i 0.000; ii 0.180.


i | DFT (ωB97M-V/def2-TZVPD) results for 2 unconnected molecules or ions with the total composition C8H18O2.

```
28
Properties=species:S:1:pos:R:3:mulliken_charge:R:1
H 0.41393 -2.59860 0.29208 0.25
C 0.39814 1.21373 0.96064 1.85
H 0.63424 -1.27518 -2.54136 0.33
O -1.60718 0.24500 0.08592 -0.69
C 0.92943 -1.29530 -1.49351 -1.12
H -0.92758 2.65209 -1.25858 0.38
C -0.46796 1.67939 -1.44040 -1.41
H 1.93431 -1.71239 -1.40864 0.36
C 0.04438 -2.56350 -0.73124 -0.26
C -1.42941 -2.43878 -0.79569 -0.99
C -0.58212 0.86969 -0.17722 0.28
H 0.40628 -3.42937 -1.28412 0.38
H 0.57078 1.84134 -1.70684 0.38
H -1.93780 -3.10318 -0.09904 0.32
H 1.14929 0.30436 2.77731 0.48
H -1.69286 -1.38189 -0.42947 0.24
H -0.35818 3.24347 1.12603 0.39
H 0.37494 2.62589 2.60624 0.46
H -1.22950 2.05736 2.11903 0.36
O 1.62181 1.65299 0.38200 -0.57
H 1.22499 -0.73712 1.34476 0.26
H 1.08181 -0.28914 -1.13805 0.33
C 0.62500 0.00443 1.86868 -1.56
H -1.81704 -2.53985 -1.80870 0.31
H 2.23605 1.85435 1.09661 0.36
C -0.25207 2.36112 1.75477 -1.81
H -1.01267 1.19678 -2.24195 0.35
H -0.33102 -0.43768 2.14075 0.34
```

As for the charge: 0. For the HOMO energy, the calculation gives -9.769 eV. The structure (SMILES) is CC(=O)C(C)(C)O.CCC. The HOMO-LUMO gap comes out at 10.46 eV. As for the spin multiplicity: 1.


ii | DFT (ωB97M-V/def2-TZVPD) results for a single C8H18O2 molecule.

```
28
Properties=species:S:1:pos:R:3:mulliken_charge:R:1
H -1.97833 0.27987 1.35707 0.31
C -0.31926 -0.04181 2.70101 -1.42
H 1.67561 1.15806 -0.27555 0.40
H 0.78985 -1.26308 0.33895 0.42
H 1.37909 0.77048 -2.28159 0.31
C -1.20197 2.18508 1.98081 -1.55
H 1.70198 -0.60331 -3.31341 0.45
H 1.15498 -2.94475 -1.53203 0.36
H -0.82477 2.30055 -0.53846 0.39
H -0.59824 -3.00240 -1.72496 0.38
C 0.23742 -1.00245 -1.77669 1.08
C -1.00316 0.72584 1.57658 0.44
O 1.10926 1.22556 0.50144 -0.59
H -1.68650 2.24294 2.95447 0.44
H 2.36431 -0.59055 -1.68062 0.30
H -0.86461 0.08988 3.63469 0.44
C -0.02971 -0.79967 -0.21016 -1.55
H 0.69211 0.33429 2.83755 0.30
H -0.27142 -1.10630 2.48673 0.31
H 0.43397 -2.69099 -3.12033 0.42
H -1.83538 2.71483 1.27031 0.37
C 0.30885 -2.50041 -2.05517 -1.61
H -0.62480 -0.57785 -2.29663 0.27
C -0.13514 0.65759 0.20350 0.79
H -0.96370 -1.31239 0.01420 0.38
C 1.49905 -0.31134 -2.28299 -1.56
O -0.77274 1.37790 -0.81502 -0.59
H -0.23677 2.68443 2.04631 0.32
```

As for the charge: 0. For the HOMO energy, the calculation gives -9.874 eV. The structure (SMILES) is CC(C)CC(O)(O)C(C)C. The HOMO-LUMO gap comes out at 10.73 eV. As for the spin multiplicity: 1.


iii | DFT (ωB97M-V/def2-TZVPD) results for 2 unconnected molecules or ions with the total composition C8H18O2.

```
28
Properties=species:S:1:pos:R:3:mulliken_charge:R:1
H 3.62730 1.10717 2.31386 0.29
H -3.00719 1.52045 -0.13704 0.34
C 2.01363 -1.25419 0.55415 -1.23
H 1.28749 -1.91157 0.04942 0.27
O 1.90331 1.15589 1.13805 -0.41
H -1.28176 -0.02974 1.91618 0.27
C -1.86855 -0.17638 -0.16835 0.89
H 3.00784 -1.52035 0.13758 0.34
H -3.62344 -2.33662 -1.06868 0.29
H 3.95370 0.67553 0.65639 0.34
C -3.36645 -1.31588 -1.29053 -0.79
H 1.91540 1.60233 -1.58527 0.32
C 2.00775 0.54446 -1.26567 -1.24
H 1.28110 0.02981 -1.91479 0.27
H -1.91638 -1.60216 1.58661 0.32
H 3.00240 0.12786 -1.53022 0.34
O -1.90320 -1.15651 -1.13659 -0.41
C -2.00834 -0.54427 1.26690 -1.23
H -1.28672 1.91141 -0.04843 0.27
H -3.95359 -0.67509 -0.65599 0.34
C -2.01288 1.25399 -0.55330 -1.23
H -3.00303 -0.12735 1.53084 0.34
H 1.92551 -1.56155 1.61599 0.32
H -3.62660 -1.10700 -2.31323 0.29
C 1.86841 0.17621 0.16964 0.89
C 3.36645 1.31593 1.29126 -0.79
H -1.92446 1.56116 -1.61525 0.32
H 3.62292 2.33688 1.06940 0.29
```

As for the charge: 0. For the HOMO energy, the calculation gives -6.538 eV. The HOMO-LUMO gap comes out at 7.44 eV. As for the spin multiplicity: 1.


The computed energies, referenced to the most stable structure and given in eV, are i 1.565; ii 0.000; iii 6.068.


i | DFT (ωB97M-V/def2-TZVPD) results for a single C5H6FNS molecule.

```
14
Properties=species:S:1:pos:R:3:mulliken_charge:R:1
F -1.51518 -0.35012 1.07269 -0.30
H 0.60047 -2.14876 -0.00366 0.29
C 0.51458 -1.46973 -0.92353 -1.12
C 0.62226 0.68301 0.52034 -0.52
C -1.82230 1.46719 -0.09298 0.02
S 1.41221 -0.27566 1.74289 -0.20
C 0.11973 0.06411 -0.78449 -0.09
N -3.01359 1.99387 -0.14204 -0.46
C -0.85461 0.41732 0.11679 1.02
H 1.00956 0.31955 2.77062 0.11
H 1.70529 -1.21476 -1.20371 0.27
H 0.90302 1.82097 0.31193 0.30
H 0.27591 0.74022 -1.62044 0.36
H 0.04265 -2.04722 -1.76440 0.33
```

As for the charge: 0. For the HOMO energy, the calculation gives -9.508 eV. The structure (SMILES) is C[C@@H]1[C@H](S)[C@@]1(F)C#N. The HOMO-LUMO gap comes out at 9.91 eV. As for the spin multiplicity: 1.


ii | DFT (ωB97M-V/def2-TZVPD) results for a single C5H6FNS molecule.

```
14
Properties=species:S:1:pos:R:3:mulliken_charge:R:1
C -0.05437 0.30852 -0.12144 0.87
H -1.97960 1.33425 -0.35373 0.49
H 2.78530 -1.66759 0.16442 0.15
H -1.19845 -0.99562 1.49452 0.30
C 0.81328 -0.76457 -0.64223 -0.83
H -0.84298 0.72012 1.91020 0.26
F -2.21341 -0.61304 -0.75845 -0.29
C -0.97966 0.00166 1.12190 -0.87
S 2.52516 -0.35541 -0.04928 -0.23
H 0.47351 -1.69337 -0.26111 0.44
H 0.84974 -0.99027 -1.72311 0.35
C 0.53494 1.60826 -0.26591 -0.10
N 0.89698 2.70073 -0.39787 -0.47
C -1.61047 0.40631 -0.11791 -0.08
```

As for the charge: 0. For the HOMO energy, the calculation gives -9.509 eV. The structure (SMILES) is N#C[C@@]1(CS)C[C@@H]1F. The HOMO-LUMO gap comes out at 10.10 eV. As for the spin multiplicity: 1.


The computed energies, referenced to the most stable structure and given in eV, are i 2.399; ii 0.000.


i | DFT (ωB97M-V/def2-TZVPD) results for a single C5H6FNS molecule.

```
14
Properties=species:S:1:pos:R:3:mulliken_charge:R:1
H 2.08751 -1.53912 0.76056 0.15
H -2.39113 -0.38858 0.66448 0.37
C -0.60264 0.15788 -0.45964 0.12
F 0.48959 0.29145 1.68919 -0.32
S 1.53369 -1.81564 -0.40391 -0.21
H -1.04905 0.89864 -1.15727 0.34
C -1.56742 -0.81609 0.15077 -1.34
N 1.02553 3.18816 0.08854 -0.40
H 1.27873 0.30634 -1.58810 0.40
H -1.95209 -1.58742 -0.55843 0.33
C 0.86589 -0.15774 -0.71795 -0.45
C 0.45424 0.74792 0.39634 0.66
C 0.83153 2.07837 0.23739 0.02
H -1.00438 -1.36418 0.89804 0.33
```

As for the charge: 0. For the HOMO energy, the calculation gives -9.699 eV. The structure (SMILES) is C[C@@H]1[C@H](S)[C@@]1(F)C#N. The HOMO-LUMO gap comes out at 10.19 eV. As for the spin multiplicity: 1.


ii | DFT (ωB97M-V/def2-TZVPD) results for a single C5H6FNS molecule.

```
14
Properties=species:S:1:pos:R:3:mulliken_charge:R:1
N -0.10677 0.82618 -0.22674 -0.38
C -1.93907 -1.45216 -0.83553 -0.71
H 1.40430 -0.19971 2.37930 0.28
H -2.04107 -3.19071 0.47459 0.49
C 0.97535 0.57987 0.35062 0.66
H 2.21832 1.04325 1.74748 0.36
H -0.58659 1.65447 -1.96798 0.35
C -0.31322 0.68440 -1.62178 -0.52
F 2.08407 0.11803 -0.36545 -0.28
C -1.91707 -2.36618 -0.04605 0.23
C 1.23835 0.69108 1.77078 -1.02
S -2.04220 -0.01391 -1.79237 -0.14
H 0.29123 0.08724 -2.18051 0.38
H 0.73436 1.53815 2.31364 0.29
```

As for the charge: 0. For the HOMO energy, the calculation gives -8.728 eV. The structure (SMILES) is C#CSC/N=C(/C)F. The HOMO-LUMO gap comes out at 9.51 eV. As for the spin multiplicity: 1.


The computed energies, referenced to the most stable structure and given in eV, are i 0.000; ii 1.518.